No. 1
Entry from the Open Molecules 2025 dataset: 2 unconnected molecules or ions with the total composition C9H15B3BrF6O6 at a distorted geometry (ωB97M-V/def2-TZVPD).

Values from the calculation:
Total charge: -1
Maximum force in Eh/bohr: 0.01946
HOMO level in hartree: -0.150
Molar mass in Da: 445.5
E in a.u.: -4051.56763
LUMO level in eV: 2.299
Kohn-Sham gap in eV: 6.39
Energy above the lowest of the compared OMol25 structures with the same formula, charge and spin in kcal/mol: 0.0

Each line ends with the natural charge from an NBO analysis.
Positions of all 40 atoms, in Å:
O1 3.1110 -3.1068 -1.1838  -0.721
C1 2.0067 -2.7123 -1.9902  -0.044
C2 1.1519 -1.6276 -1.3359  -0.840
B1 1.4583 -0.1480 -1.6987  1.181
O2 2.2915 0.2355 -2.7564  -0.903
B2 2.5183 1.5785 -2.9012  1.002
Br1 4.1771 2.1805 -3.6533  -0.146
O3 1.5701 2.4943 -2.5333  -0.897
B3 0.5466 1.9856 -1.7121  1.214
C3 -0.8986 2.5523 -1.8246  -0.801
C4 -2.0068 1.6467 -1.2650  -0.486
C5 -2.9813 1.2528 -2.3279  0.980
F1 -3.9691 0.4708 -1.8569  -0.329
F2 -3.5769 2.3093 -2.9204  -0.341
F3 -2.3757 0.5523 -3.3175  -0.346
O4 0.8898 0.8829 -0.9793  -0.882
H1 2.7767 -3.3177 -0.3036  0.466
H2 1.3846 -3.5798 -2.2437  0.149
H3 2.4614 -2.3518 -2.9159  0.181
H4 1.2294 -1.6912 -0.2392  0.280
H5 0.0857 -1.8002 -1.5343  0.250
H6 -0.9593 3.5625 -1.4090  0.263
H7 -1.0451 2.7028 -2.9021  0.249
H8 -2.5688 2.1218 -0.4618  0.247
H9 -1.6023 0.7229 -0.8488  0.261
C6 -1.4229 -1.6733 4.0672  -0.641
C7 0.0649 -1.7040 3.7259  -0.075
O5 0.3911 -1.1861 2.4588  -0.609
C8 0.7313 0.2685 2.4289  0.335
O6 1.4578 0.7159 3.3879  -0.856
C9 -0.5953 1.0906 2.3035  0.907
F4 -1.5700 0.5331 1.5183  -0.371
F5 -0.3228 2.2870 1.6999  -0.366
F6 -1.1956 1.3956 3.4657  -0.340
H10 -2.0129 -1.9849 3.2022  0.199
H11 -1.6244 -2.3639 4.8914  0.185
H12 -1.7571 -0.6833 4.3698  0.214
H13 0.3894 -2.7514 3.7139  0.145
H14 0.6531 -1.1826 4.4889  0.198
H15 1.1383 0.3226 1.3926  0.087

Atomic forces in eV per Å
O -0.081 -0.026 0.088
C 0.047 0.019 -0.116
C 0.101 -0.031 0.170
B 0.481 0.093 0.132
O 0.102 -0.025 0.169
B -0.318 0.109 -0.007
Br 0.073 0.038 -0.118
O -0.030 -0.248 0.000
B 0.595 0.309 -0.104
C -0.138 0.222 -0.092
C 0.074 0.061 0.148
C -0.015 -0.129 0.004
F -0.016 -0.011 0.039
F -0.021 0.069 -0.042
F -0.002 -0.011 -0.102
O -0.884 -0.403 -0.240
H 0.048 0.062 -0.065
H 0.073 -0.008 0.063
H -0.113 -0.024 0.014
H -0.128 -0.050 -0.058
H 0.049 0.041 -0.008
H 0.039 -0.089 0.064
H -0.003 0.044 0.067
H 0.046 -0.001 -0.021
H -0.034 0.066 0.009
C 0.002 0.004 -0.056
C 0.246 -0.145 0.101
O -0.440 0.060 -0.086
C 0.247 0.182 0.013
O -0.029 -0.125 0.076
C -0.149 0.074 -0.195
F 0.111 -0.083 0.123
F -0.017 -0.053 0.013
F 0.038 -0.020 -0.007
H -0.002 -0.027 0.018
H -0.008 0.002 0.009
H 0.010 0.027 -0.038
H 0.030 0.016 0.007
H -0.039 0.033 -0.017
H 0.055 -0.021 0.044

No. 2
Entry from the Open Molecules 2025 dataset: a molecular structure, C9H15BBr2CaCl6F4LiN4O2 at a distorted geometry (ωB97M-V/def2-TZVPD).

Values from the calculation:
Total charge: +1
Maximum force in Eh/bohr: 0.12190
HOMO level in hartree: -0.400
Molar mass in Da: 717.6
E in a.u.: -9739.89756
LUMO level in eV: -5.930
Kohn-Sham gap in eV: 4.96

Each line ends with the natural charge from an NBO analysis.
Positions of all 45 atoms, in Å:
Cl1 0.5268 -4.1617 1.4860  0.224
C1 0.9194 -2.5732 1.7425  0.366
N1 2.0076 -2.1606 2.4626  -0.196
N2 1.9871 -0.8730 2.4197  0.083
N3 0.9798 -0.4689 1.7166  -0.135
N4 0.2871 -1.5199 1.2836  -0.161
C2 -0.8629 -1.6042 0.4310  -0.297
C3 -2.1382 -0.8055 0.9647  -0.459
C4 -3.1119 -1.6946 1.7882  -0.455
Br1 -3.3608 -0.9243 3.5518  0.050
H1 0.7294 0.4878 1.4982  0.447
H2 -0.5380 -1.2214 -0.6019  0.267
H3 -1.1497 -2.6428 0.2765  0.280
H4 -2.7143 -0.5209 0.1012  0.214
H5 -1.8851 0.1431 1.5008  0.125
H6 -2.7896 -2.7349 1.8062  0.243
H7 -4.0810 -1.6947 1.2871  0.230
Br2 -1.3771 0.1021 -1.4762  -0.818
Cl2 1.6482 -2.8328 -0.8585  -0.896
O1 1.9247 2.7013 1.7529  -0.640
C5 2.6965 2.9144 0.8459  0.819
O2 2.2693 3.5885 -0.2265  -0.510
C6 3.1418 4.0621 -1.2682  -0.073
C7 3.3950 2.9929 -2.3098  -0.635
C8 4.0963 2.3578 0.8655  -0.752
H8 4.0642 4.4618 -0.8488  0.192
H9 2.6219 4.9012 -1.7266  0.203
H10 3.9034 2.1275 -1.8848  0.219
H11 4.0072 3.3866 -3.1203  0.238
H12 2.4504 2.6369 -2.7243  0.199
H13 4.0771 1.3333 0.4931  0.258
H14 4.4479 2.3561 1.8945  0.260
H15 4.8106 2.9409 0.2908  0.231
Li1 -2.2842 1.5034 0.5081  0.964
Ca1 -1.2460 -0.6601 -3.9959  1.895
C9 -7.0818 0.0061 4.9599  -0.226
Cl3 -8.7084 0.4251 5.4873  0.086
Cl4 -7.1077 -0.3859 3.2286  0.028
Cl5 -5.9982 1.3804 5.2389  0.045
Cl6 -6.5049 -1.3918 5.8696  0.070
B1 1.2025 -3.2065 -6.9629  1.348
F1 0.5485 -4.4298 -6.8070  -0.567
F2 2.5676 -3.3848 -7.1049  -0.553
F3 0.6724 -2.5039 -8.0569  -0.576
F4 0.9569 -2.4130 -5.7778  -0.636

Atomic forces in eV per Å
Cl -0.437 -0.325 0.872
C 1.770 -0.482 0.426
N -0.963 -0.056 -0.335
N 0.845 0.559 0.413
N -0.525 -0.120 -0.562
N -1.365 -1.282 0.875
C -0.597 1.240 -0.558
C 0.311 -1.447 0.729
C 0.149 0.652 -0.165
Br 0.046 -0.334 -0.106
H 0.566 0.224 0.240
H 0.395 -2.202 3.071
H 0.354 -0.011 0.350
H -0.277 -0.290 0.039
H 0.291 -1.062 0.439
H 0.182 0.174 0.505
H -0.009 0.081 0.292
Br -0.791 4.155 -4.626
Cl 0.044 0.748 -1.192
O -0.577 -0.293 -0.223
C 0.502 -0.293 -0.110
O -0.391 0.230 0.144
C 0.219 -0.061 -0.372
C -0.002 -0.194 0.155
C 0.242 0.456 0.225
H -0.009 -0.087 0.080
H -0.142 -0.006 0.175
H 0.082 0.043 -0.031
H -0.017 0.014 0.003
H -0.009 0.092 -0.048
H 0.005 0.004 -0.014
H -0.137 -0.180 0.035
H -0.048 -0.117 -0.160
Li -0.106 0.392 -0.399
Ca 1.412 -1.104 -0.929
C -0.073 -0.019 0.136
Cl 0.072 -0.004 -0.051
Cl -0.025 0.020 -0.022
Cl -0.001 -0.040 -0.046
Cl 0.013 0.042 -0.057
B 0.268 -0.666 -0.909
F -0.156 0.211 0.186
F -0.113 0.180 0.183
F -0.160 0.175 0.247
F -0.838 0.986 1.096